# 1
{
  "formula": "C3H10N2S2",
  "method": "ωB97M-V/def2-TZVPD",
  "species": ["H", "N", "C", "N", "H", "H", "H", "C", "C", "S", "S", "H", "H", "H", "H", "H", "H"],
  "coordinates": [[-0.193, -1.148, 0.139], [0.155, -1.944, -0.376], [1.129, -2.531, 0.164], [2.063, -3.333, -0.591], [1.426, -2.380, 1.247], [2.960, -2.823, -0.654], [1.722, -3.480, -1.574], [-0.661, 1.135, 1.564], [-0.944, 2.130, 0.434], [-0.241, 1.546, -1.132], [-1.066, 2.770, -2.598], [0.440, 1.030, 1.650], [-1.113, 0.215, 1.328], [-1.122, 1.489, 2.509], [-0.505, 3.149, 0.645], [-2.024, 2.229, 0.308], [-2.027, 1.949, -3.064]],
  "atomic_forces_ev_per_a": [[-0.6, -0.5, 0.7], [0.5, -0.1, -0.9], [1.4, 0.6, 0.1], [-0.8, 0.2, -0.5], [0.0, -0.2, -1.2], [-0.7, -0.5, 0.3], [0.3, 0.4, 1.4], [0.9, 1.7, 0.1], [-0.2, 1.3, 0.3], [0.0, -0.1, -0.4], [0.2, -0.2, 0.4], [-0.7, -0.2, 0.3], [-0.5, -1.3, -0.2], [0.5, -0.1, -0.5], [-0.5, -1.1, -0.1], [0.1, 0.1, -0.1], [0.1, 0.0, 0.2]],
  "e_lumo_ev": 0.52,
  "orbital_gap_ev": 9.6,
  "e_above_lowest_kcal_mol": 19.1,
  "total_charge": 0,
  "largest_force_ev_per_a": 1.909,
  "spin_multiplicity": 1,
  "e_homo_ev": -9.068
}

***

# 2
{
  "formula": "C3H10N2S2",
  "method": "ωB97M-V/def2-TZVPD",
  "species": ["N", "C", "C", "N", "C", "S", "S", "H", "H", "H", "H", "H", "H", "H", "H", "H", "H"],
  "coordinates": [[1.612, -0.069, 2.069], [0.416, 0.612, 1.375], [0.403, 0.011, -0.119], [0.268, -1.533, -0.219], [-0.697, 0.880, -0.898], [-0.454, 0.557, -2.658], [-1.751, -1.066, -2.945], [2.093, 0.486, 2.783], [1.335, -0.871, 2.606], [0.299, 1.699, 1.269], [-0.534, 0.228, 1.848], [1.388, 0.311, -0.592], [-0.722, -1.795, 0.087], [0.976, -2.030, 0.328], [-0.413, 1.914, -0.742], [-1.723, 0.911, -0.588], [-2.497, -0.248, -3.605]],
  "atomic_forces_ev_per_a": [[-0.4, 1.8, -0.1], [-0.2, -3.4, -0.6], [-0.3, 0.4, 1.0], [-1.9, 2.2, 0.3], [2.2, -1.1, 0.0], [-0.5, -0.3, 0.0], [1.4, -0.1, 0.6], [-0.3, 0.3, -0.6], [-0.6, -0.4, -0.2], [1.0, -0.2, 0.7], [0.8, 0.6, -0.3], [-1.1, -0.6, 0.5], [2.0, 0.3, -0.4], [-0.4, 0.6, -0.1], [0.5, 0.3, -0.2], [-0.6, -0.9, 0.2], [-1.4, 0.5, -0.8]],
  "e_lumo_ev": 0.62,
  "orbital_gap_ev": 9.2,
  "e_above_lowest_kcal_mol": 27.4,
  "total_charge": 0,
  "largest_force_ev_per_a": 3.453,
  "spin_multiplicity": 1,
  "e_homo_ev": -8.614
}

***

# 3
{
  "formula": "C3H10N3",
  "method": "ωB97M-V/def2-TZVPD",
  "species": ["C", "C", "N", "H", "H", "H", "H", "H", "N", "C", "N", "H", "H", "H", "H", "H"],
  "coordinates": [[1.803, 2.408, 0.288], [1.601, 1.299, 1.028], [0.299, 0.617, 1.149], [1.058, 2.873, -0.362], [2.831, 2.846, 0.246], [2.376, 0.968, 1.714], [-0.410, 1.300, 0.903], [0.120, 0.459, 2.153], [-2.217, -2.003, -1.371], [-1.369, -1.235, -0.702], [-0.071, -1.477, -0.633], [-1.912, -2.860, -1.764], [-3.192, -1.829, -1.286], [-1.740, -0.361, -0.197], [0.473, -0.856, 0.005], [0.349, -2.147, -1.172]],
  "atomic_forces_ev_per_a": [[1.1, -0.7, 0.1], [-1.4, 1.2, 0.0], [1.5, 1.4, 1.3], [0.1, -0.3, 0.3], [-1.1, -0.5, 0.1], [-0.1, -0.4, -0.3], [-0.1, -0.1, -0.4], [0.3, -0.3, -0.7], [-1.6, -1.5, -1.8], [-1.1, 3.2, 1.9], [2.5, 1.3, 2.1], [-0.1, -0.6, -0.1], [-0.4, -0.2, 0.0], [-0.1, 0.0, 0.0], [-0.8, -1.1, -1.0], [1.2, -1.6, -1.5]],
  "e_lumo_ev": [1.06, 0.99],
  "orbital_gap_ev": [4.5, 9.7],
  "e_above_lowest_kcal_mol": 28.0,
  "total_charge": 0,
  "largest_force_ev_per_a": 3.840,
  "spin_multiplicity": 2,
  "e_homo_ev": [-3.452, -8.672]
}

***

# 4
{
  "formula": "C3H10N3",
  "method": "ωB97M-V/def2-TZVPD",
  "species": ["C", "C", "C", "N", "N", "N", "H", "H", "H", "H", "H", "H", "H", "H", "H", "H"],
  "coordinates": [[1.424, 0.030, -1.056], [0.852, -1.356, -0.820], [0.238, 0.368, -0.149], [0.440, 0.431, 1.302], [-1.027, 0.875, -0.313], [-1.928, 0.121, 0.587], [2.314, 0.301, -0.606], [1.233, 0.431, -2.128], [0.202, -1.887, -1.473], [1.401, -2.104, -0.072], [0.428, 1.396, 1.603], [1.172, -0.144, 1.565], [-1.358, 0.866, -1.345], [-2.363, 0.943, 1.168], [-0.352, -0.092, 1.739], [-2.677, -0.179, -0.002]],
  "atomic_forces_ev_per_a": [[-3.9, 0.2, -2.5], [1.3, 1.2, 3.6], [1.5, -3.8, -0.9], [-1.6, -0.5, -0.4], [-1.3, -0.2, -2.7], [-0.8, 3.3, 0.8], [2.0, 0.4, 0.4], [0.8, -0.5, 1.9], [-0.5, 0.3, -0.6], [-1.2, 2.0, -1.5], [0.5, 0.4, 0.5], [2.8, -0.7, 0.9], [0.7, 0.1, 2.4], [0.6, -2.1, -1.3], [-0.3, 0.7, -0.5], [-0.7, -0.6, -0.2]],
  "e_lumo_ev": -3.23,
  "orbital_gap_ev": 9.3,
  "e_above_lowest_kcal_mol": 122.1,
  "total_charge": 1,
  "largest_force_ev_per_a": 4.653,
  "spin_multiplicity": 1,
  "e_homo_ev": -12.513
}

***

# 5
{
  "formula": "C3H10N3",
  "method": "ωB97M-V/def2-TZVPD",
  "species": ["C", "C", "C", "N", "N", "N", "H", "H", "H", "H", "H", "H", "H", "H", "H", "H"],
  "coordinates": [[1.066, 0.687, 1.211], [-0.162, -1.552, -0.988], [-0.493, 2.477, 0.550], [0.644, -1.986, -1.891], [-1.178, -2.328, -0.644], [0.316, 1.737, 1.460], [1.275, 0.101, 2.122], [1.313, 0.368, 0.205], [0.028, 3.335, 0.224], [-0.844, 1.888, -0.355], [-1.333, 2.956, 1.132], [1.506, -1.524, -2.052], [-1.161, -3.237, -1.013], [-1.838, -2.135, 0.078], [0.279, 2.009, 2.472], [0.582, -2.797, -2.510]],
  "atomic_forces_ev_per_a": [[-1.7, 1.2, 1.2], [-0.9, 2.0, 2.6], [-2.0, 0.7, -0.8], [1.4, -1.3, -2.0], [0.4, 0.4, -0.5], [1.7, -2.3, 1.4], [0.7, 0.3, -0.8], [-0.3, -0.1, 0.0], [0.9, 0.9, -0.7], [0.5, 0.5, 1.4], [0.6, -1.1, -0.7], [0.4, 0.7, -0.1], [-0.6, -1.6, -0.4], [0.0, 0.3, 0.1], [-0.4, -0.4, -1.3], [-0.6, -0.2, 0.5]],
  "e_lumo_ev": -4.82,
  "orbital_gap_ev": 6.9,
  "e_above_lowest_kcal_mol": 81.0,
  "total_charge": 1,
  "largest_force_ev_per_a": 3.419,
  "spin_multiplicity": 1,
  "e_homo_ev": -11.755
}

***

# 6
{
  "formula": "C3H10N3",
  "method": "ωB97M-V/def2-TZVPD",
  "species": ["C", "C", "C", "N", "N", "N", "H", "H", "H", "H", "H", "H", "H", "H", "H", "H"],
  "coordinates": [[1.260, 0.024, -1.705], [1.490, 1.495, -1.345], [-1.980, -0.311, 0.868], [1.269, 0.755, -0.350], [1.067, 0.575, 0.906], [-0.753, -1.220, 0.755], [0.239, -0.235, -1.967], [2.134, -0.589, -2.057], [1.845, 2.565, -1.533], [-1.721, 0.342, 0.033], [-2.882, -0.964, 0.641], [-2.075, 0.070, 1.943], [1.392, 1.340, 1.481], [0.348, -0.134, 1.299], [-0.976, -2.086, 1.226], [-0.660, -1.625, -0.195]],
  "atomic_forces_ev_per_a": [[0.4, 2.4, 1.5], [1.4, 6.5, -7.3], [0.2, -2.3, -0.1], [-0.6, -8.1, 4.1], [0.2, 1.4, 1.9], [-1.0, -1.0, 0.3], [0.3, -0.1, -0.4], [-0.9, 0.6, 1.0], [-0.5, -2.1, 0.1], [-1.1, 1.0, 0.6], [0.8, 1.3, 0.2], [0.3, -0.1, -1.9], [0.1, 0.3, 0.2], [0.3, -0.7, -1.4], [0.2, -0.1, 0.8], [-0.1, 1.0, 0.4]],
  "e_lumo_ev": [-2.83, -7.14],
  "orbital_gap_ev": [8.1, 7.6],
  "e_above_lowest_kcal_mol": 74.1,
  "total_charge": 1,
  "largest_force_ev_per_a": 9.892,
  "spin_multiplicity": 3,
  "e_homo_ev": [-10.942, -14.696]
}